--- 1 ---
C4H8Cl8 as an isolated structure. Source: OMol25; level of theory: ωB97M-V with the def2-TZVPD basis set.

## Properties
2S+1: 1
Kohn-Sham gap (eV): 9.3

Geometry as XYZ:
```
20
Properties=species:S:1:pos:R:3:lowdin_charge:R:1
C 3.875 0.098 0.338 -0.929
Cl 2.309 -0.637 -0.032 0.602
Cl 3.810 0.764 1.959 0.545
H 4.591 -0.724 0.330 0.029
H 4.268 0.789 -0.408 0.044
C 0.273 -1.037 0.707 -1.105
Cl -1.327 -0.807 1.541 0.730
Cl 1.152 -2.466 1.373 0.487
H 0.221 -1.151 -0.376 -0.013
H 0.816 -0.130 0.976 -0.091
C -0.747 0.888 -1.823 -0.894
Cl -2.513 0.696 -1.827 0.555
Cl -0.319 1.680 -0.343 0.621
H -0.210 -0.060 -1.842 0.021
H -0.569 1.390 -2.774 0.044
C -2.988 0.038 0.475 -1.329
Cl -3.248 1.821 0.381 0.449
Cl -4.516 -0.767 0.048 0.532
H -2.182 -0.228 -0.209 -0.127
H -2.695 -0.157 1.507 -0.171
```

--- 2 ---
A 4-piece molecular cluster, C4H8Cl8 overall. Source: OMol25; level of theory: ωB97M-V with the def2-TZVPD basis set.

## Properties
SMILES: ClCCl.ClCCl.ClCCl.ClCCl
2S+1: 1
Kohn-Sham gap (eV): 11.2

Geometry as XYZ:
```
20
Properties=species:S:1:pos:R:3:lowdin_charge:R:1
C 5.141 1.199 4.623 -1.017
Cl 4.219 0.531 5.968 0.515
Cl 4.901 0.260 3.144 0.548
H 4.795 2.207 4.426 0.027
H 6.192 1.217 4.883 -0.034
C 1.585 -1.310 2.469 -1.047
Cl 0.199 -0.742 1.508 0.491
Cl 2.384 -2.686 1.739 0.510
H 2.300 -0.502 2.556 -0.034
H 1.212 -1.590 3.446 0.025
C 6.249 -1.349 -0.003 -1.039
Cl 4.936 -1.655 -1.141 0.502
Cl 6.526 -2.719 1.075 0.494
H 7.143 -1.160 -0.583 0.023
H 5.970 -0.498 0.605 -0.025
C 9.375 -0.925 6.695 -1.029
Cl 10.886 -0.518 7.515 0.507
Cl 8.473 0.512 6.235 0.533
H 9.629 -1.481 5.802 0.025
H 8.767 -1.516 7.369 0.026
```

Short version: 1 is the least stable of them.